(1)
This record from the OMol25 dataset describes 2 unconnected molecules or ions with the total composition C6H14NO at a distorted geometry. The level of theory is ωB97M-V/def2-TZVPD.

Each line ends with the natural charge from an NBO analysis.
Positions of all 22 atoms, in Å:
C (2.306, -1.874, 0.113)  0.49
C (3.307, -1.744, 1.120)  -0.76
C (-0.486, 0.468, -1.617)  -0.36
C (-2.437, -0.056, -0.123)  -0.38
C (-1.245, 2.119, -0.003)  -0.40
C (-0.220, 0.245, 0.864)  -0.09
N (-1.102, 0.602, -0.240)  -0.25
O (1.724, -2.371, -0.769)  -0.48
H (2.872, -2.072, 2.054)  0.28
H (4.175, -2.169, 0.693)  0.25
H (3.505, -0.800, 1.378)  0.24
H (0.475, 0.680, -1.578)  0.22
H (-0.573, -0.634, -1.786)  0.23
H (-0.963, 1.050, -2.256)  0.22
H (-3.150, 0.508, -0.703)  0.24
H (-2.184, -0.949, -0.615)  0.22
H (-2.464, -0.180, 0.896)  0.23
H (-1.318, 2.812, -0.805)  0.24
H (-2.077, 2.234, 0.515)  0.21
H (-0.392, 2.504, 0.555)  0.24
H (0.839, 0.285, 0.910)  0.21
H (-0.590, -0.659, 1.394)  0.19

DFT total energy   -9973.28513 eV
Energy above the lowest of the compared OMol25 structures with the same formula, charge and spin   161.7 kJ/mol
Highest occupied orbital energy (spin up / spin down)   -9.42 / -16.21 eV
Multiplicity   3
Net charge   +1



(2)
This record from the OMol25 dataset describes 6 unconnected molecules or ions with the total composition C24H63N3O9 at a distorted geometry. The level of theory is ωB97M-V/def2-TZVPD.

Each line ends with the Löwdin charge.
Positions of all 99 atoms, in Å:
C (-6.041, 4.291, -5.723)  -0.14
O (-5.805, 3.223, -4.811)  -0.20
C (-4.946, 3.706, -3.795)  -0.19
C (-4.347, 2.345, -3.224)  -0.22
N (-3.442, 2.592, -2.169)  -0.08
C (-2.982, 1.451, -1.308)  -0.13
C (-1.839, 2.036, -0.421)  -0.34
O (-0.677, 1.556, -0.365)  -0.17
C (-0.066, 1.840, -1.555)  -0.07
H (-6.887, 4.074, -6.497)  0.12
H (-5.159, 4.808, -6.127)  0.08
H (-6.510, 5.162, -5.156)  0.09
H (-5.617, 4.295, -3.112)  0.14
H (-4.142, 4.279, -4.100)  0.08
H (-3.945, 1.873, -4.119)  0.12
H (-5.078, 1.759, -2.935)  0.07
H (-2.663, 3.052, -2.699)  0.12
H (-2.728, 0.635, -1.944)  0.10
H (-3.814, 1.057, -0.716)  0.12
H (-2.244, 1.628, 0.516)  0.12
H (-1.933, 3.112, -0.424)  0.11
H (-0.674, 1.795, -2.479)  0.11
H (0.639, 1.015, -1.683)  0.11
H (0.263, 2.808, -1.534)  0.07
C (2.439, -2.200, 5.855)  -0.13
O (2.986, -2.917, 4.793)  -0.15
C (2.407, -2.511, 3.596)  -0.24
C (3.235, -3.078, 2.416)  -0.14
N (2.490, -3.071, 1.121)  -0.08
C (2.923, -4.231, 0.356)  -0.14
C (2.125, -4.149, -1.033)  -0.42
O (2.335, -4.901, -1.920)  -0.09
C (1.490, -4.879, -3.055)  -0.04
H (1.432, -2.432, 6.119)  0.08
H (2.433, -1.122, 5.690)  0.08
H (3.114, -2.083, 6.667)  0.08
H (2.285, -1.419, 3.527)  0.10
H (1.410, -2.803, 3.597)  0.10
H (3.517, -4.066, 2.765)  0.11
H (4.198, -2.559, 2.408)  0.12
H (2.937, -2.307, 0.485)  0.10
H (2.666, -5.163, 0.903)  0.13
H (3.981, -4.162, 0.048)  0.12
H (2.015, -3.063, -1.308)  0.12
H (1.099, -4.336, -0.651)  0.13
H (1.681, -5.692, -3.837)  0.12
H (1.510, -3.893, -3.472)  0.07
H (0.444, -5.021, -2.882)  0.07
C (-0.403, 5.411, 0.809)  -0.07
O (0.308, 4.986, 1.983)  -0.19
C (0.575, 3.619, 2.102)  -0.24
C (1.689, 3.221, 1.184)  -0.20
N (1.773, 1.794, 0.931)  -0.03
C (2.915, 1.264, 0.168)  -0.15
C (2.791, -0.178, 0.261)  -0.39
O (3.734, -0.924, -0.015)  -0.12
C (4.300, -0.772, -1.283)  -0.04
H (0.101, 4.863, -0.008)  0.07
H (-0.643, 6.481, 0.716)  0.10
H (-1.365, 4.898, 0.847)  0.07
H (-0.379, 3.034, 2.047)  0.13
H (0.946, 3.539, 3.158)  0.14
H (2.488, 3.460, 1.863)  0.12
H (1.747, 3.818, 0.314)  0.10
H (0.940, 1.634, 0.415)  0.04
H (3.834, 1.691, 0.541)  0.14
H (2.839, 1.610, -0.847)  0.11
H (2.015, -0.322, -0.368)  0.10
H (2.558, -0.410, 1.239)  0.12
H (3.722, -1.185, -2.093)  0.11
H (5.143, -1.358, -1.342)  0.07
H (4.823, 0.145, -1.486)  0.10
C (-1.980, -1.397, 1.111)  -0.06
C (-0.552, -1.361, 1.285)  -0.34
O (0.098, -2.318, 0.494)  -0.08
H (-2.330, -2.331, 1.323)  0.06
H (-2.269, -1.186, 0.110)  0.06
H (-2.468, -0.670, 1.802)  0.10
H (-0.223, -1.559, 2.299)  0.10
H (-0.236, -0.339, 1.108)  0.09
H (0.967, -2.406, 0.883)  0.01
C (-1.468, -2.552, -3.797)  -0.12
C (-1.186, -2.496, -2.406)  -0.37
O (0.036, -1.826, -2.079)  -0.07
H (-0.570, -2.897, -4.401)  0.10
H (-1.859, -1.574, -4.093)  0.08
H (-2.304, -3.258, -4.037)  0.10
H (-1.132, -3.512, -1.859)  0.14
H (-2.047, -2.026, -2.044)  0.07
H (0.174, -1.645, -1.189)  -0.01
C (-0.713, -0.381, 4.901)  -0.11
C (-0.489, 0.700, 3.946)  -0.31
O (0.850, 0.582, 3.436)  -0.07
H (-0.069, -0.432, 5.831)  0.10
H (-0.831, -1.410, 4.601)  0.07
H (-1.646, -0.045, 5.266)  0.06
H (-0.437, 1.645, 4.550)  0.13
H (-1.242, 0.755, 3.120)  0.11
H (0.964, 1.283, 2.893)  -0.04

DFT total energy   -48793.83648 eV
SMILES string   COCCNCCOC.COCCNCCOC.COCCNCCOC.CCO.CCO.CCO
Energy above the lowest of the compared OMol25 structures with the same formula, charge and spin   894.4 kJ/mol
Highest occupied orbital energy   -8.80 eV
Multiplicity   1
Net charge   0



(3)
This record from the OMol25 dataset describes a molecular structure, C8H11NNiO5 at a distorted geometry. The level of theory is ωB97M-V/def2-TZVPD.

Each line ends with the natural charge from an NBO analysis.
Positions of all 26 atoms, in Å:
Ni (0.894, -0.074, -1.585)  0.88
O (0.741, 2.818, -2.305)  -0.27
C (0.913, 1.718, -1.935)  0.44
C (0.863, -1.806, -2.382)  0.47
O (0.629, -2.930, -2.632)  -0.28
C (2.490, 0.224, -2.269)  0.43
O (3.572, 0.497, -2.603)  -0.27
C (-1.295, -0.047, -1.895)  0.51
O (-2.429, -0.094, -2.052)  -0.34
H (0.106, 0.415, -5.630)  0.01
H (0.134, -0.323, -5.636)  0.00
C (-0.285, -0.286, 3.558)  -0.44
N (-0.847, 0.101, 2.312)  -0.30
C (-2.251, 0.494, 2.201)  -0.42
C (-0.211, 0.112, 1.124)  0.66
C (1.220, -0.386, 0.914)  -0.75
O (-0.883, 0.548, 0.126)  -0.58
H (-1.042, -0.199, 4.356)  0.27
H (0.582, 0.349, 3.827)  0.24
H (0.095, -1.326, 3.535)  0.23
H (-2.304, 1.513, 1.809)  0.24
H (-2.735, -0.146, 1.455)  0.23
H (-2.737, 0.415, 3.154)  0.25
H (1.230, -1.284, 0.245)  0.23
H (1.857, 0.411, 0.472)  0.25
H (1.691, -0.715, 1.836)  0.32

DFT total energy   -61222.34063 eV
Energy above the lowest of the compared OMol25 structures with the same formula, charge and spin   134.2 kJ/mol
Highest occupied orbital energy (spin up / spin down)   -17.46 / -17.34 eV
Multiplicity   3
Net charge   +2



(4)
This record from the OMol25 dataset describes C10H12BCl3 in the gas phase at a distorted geometry. The level of theory is ωB97M-V/def2-TZVPD.

Each line ends with the natural charge from an NBO analysis.
Positions of all 26 atoms, in Å:
B (0.466, -2.747, 3.446)  0.24
C (2.402, 1.961, -2.066)  -0.24
C (1.967, 2.418, -0.896)  -0.19
C (1.578, 1.241, -2.956)  -0.20
C (0.709, 2.021, -0.471)  -0.23
C (0.286, 0.892, -2.557)  -0.22
C (-0.120, 1.307, -1.271)  0.00
C (-1.347, 0.594, -0.674)  -0.42
C (-0.846, -0.635, 0.031)  -0.40
C (-1.696, -1.029, 1.236)  -0.28
C (-1.159, -2.230, 1.925)  -0.22
Cl (-1.630, 0.381, 2.345)  -0.07
Cl (-1.777, -3.770, 1.190)  -0.04
Cl (-1.385, -2.423, 3.798)  0.18
H (0.744, -3.861, 3.351)  -0.06
H (1.278, -1.839, 3.559)  -0.03
H (3.361, 2.449, -2.322)  0.21
H (2.537, 3.226, -0.382)  0.21
H (1.919, 0.894, -3.992)  0.22
H (0.507, 2.456, 0.578)  0.22
H (-0.369, 0.387, -3.195)  0.21
H (-1.875, 1.200, -0.020)  0.22
H (-1.963, 0.286, -1.489)  0.21
H (0.162, -0.644, 0.388)  0.23
H (-0.901, -1.476, -0.590)  0.22
H (-2.850, -1.058, 1.034)  0.22

DFT total energy   -48804.41862 eV
Energy above the lowest of the compared OMol25 structures with the same formula, charge and spin   0.0 kJ/mol
Highest occupied orbital energy   -8.71 eV
Multiplicity   1
Net charge   0



(5)
This record from the OMol25 dataset describes a molecular structure, C5H6O at a distorted geometry. The level of theory is ωB97M-V/def2-TZVPD.

Each line ends with the natural charge from an NBO analysis.
Positions of all 12 atoms, in Å:
C (-1.274, -0.875, 0.010)  -0.61
C (-0.164, 0.165, 0.099)  0.10
C (-0.344, 1.971, 0.449)  -0.03
O (-0.252, 0.893, 1.328)  -0.52
C (1.181, -0.301, -0.218)  -0.06
C (2.268, -0.756, -0.476)  -0.19
H (-1.108, -1.626, 0.790)  0.24
H (-1.269, -1.367, -0.968)  0.22
H (-2.244, -0.396, 0.178)  0.24
H (-0.724, 1.167, -0.630)  0.25
H (0.683, 2.264, 0.131)  0.12
H (3.247, -1.140, -0.693)  0.25

DFT total energy   -7323.11284 eV
Energy above the lowest of the compared OMol25 structures with the same formula, charge and spin   595.5 kJ/mol
Highest occupied orbital energy   -8.48 eV
Multiplicity   1
Net charge   0



(6)
This record from the OMol25 dataset describes a molecular structure, C4H6Ag3FO2 at a distorted geometry. The level of theory is ωB97M-V/def2-TZVPD.

Each line ends with the natural charge from an NBO analysis.
Positions of all 16 atoms, in Å:
Ag (18.077, 1.426, -5.321)  1.39
Ag (16.045, 4.752, -4.823)  1.16
Ag (15.621, 3.319, -8.176)  1.15
F (17.300, 3.490, -6.268)  -0.59
O (17.670, 6.220, -5.373)  -0.19
C (18.808, 6.465, -5.764)  0.82
O (19.913, 5.805, -5.327)  -0.30
C (21.122, 6.391, -5.710)  -0.09
C (20.763, 7.593, -6.499)  -0.36
C (19.225, 7.603, -6.630)  -0.51
H (21.601, 5.721, -6.425)  0.39
H (21.654, 6.748, -4.828)  0.39
H (21.290, 7.704, -7.447)  0.45
H (21.130, 8.487, -5.996)  0.47
H (18.747, 7.651, -7.609)  0.39
H (18.830, 8.498, -6.149)  0.41

DFT total energy   -22972.84666 eV
Highest occupied orbital energy (spin up / spin down)   -31.36 / -30.87 eV
Multiplicity   4
Net charge   +5